# C4H7NO2

One molecule with the formula C4H7NO2 (ωB97M-V with the def2-TZVPD basis set, OMol25).

## Properties
- Energy: -361.7007 Eh
- HOMO-LUMO gap (spin up / spin down): 0.30979 / 0.30977 Ha
- Energy above the lowest of the compared OMol25 structures with the same formula, charge and spin: 473.0 kJ/mol
- Highest occupied orbital energy (spin up / spin down): -7.920 / -7.919 eV
- Total charge: 0
- Multiplicity: 1

Geometry (Å):
C1 -1.40708 -1.25115 -0.17276
C2 -0.19573 -0.38719 -0.18635
N1 -0.03407 0.79647 0.34087
O1 -1.15618 1.58942 0.63379
C3 1.09296 -0.71367 -0.84582
C4 1.24353 1.23840 0.46883
O2 1.77780 -1.69481 -0.62817
H1 -1.90353 -1.17998 -1.15062
H2 -1.10448 -2.29326 -0.03691
H3 -2.13420 -0.96441 0.59056
H4 -0.93347 1.98355 1.49548
H5 1.31221 0.02402 -1.64595
H6 1.51883 2.20668 0.07678
H7 1.92342 0.64592 1.06026